1.
C16H11F2HgN3S | ωB97M-V with the def2-TZVPD basis set

ORCA input file:
```
! wB97M-V def2-TZVPD RIJCOSX def2/J DEFGRID3
* xyz -1 2
Hg 1.0182 -1.1757 -2.6890
F -4.2213 -1.0046 -4.1721
C -3.1908 -0.3011 -3.6424
C -1.9636 -0.9000 -3.4735
C -0.9126 -0.1640 -2.9320
C -1.0898 1.1772 -2.5477
C -2.3649 1.7109 -2.7522
F -2.6585 3.0024 -2.4316
C -3.4199 1.0112 -3.2939
C 0.0273 1.9413 -1.9046
C -0.1120 3.2286 -1.3682
C 0.9706 3.8313 -0.7549
C 2.1769 3.1565 -0.6694
C 2.2351 1.8946 -1.2312
N 1.2061 1.3216 -1.8364
H -1.8476 -1.9421 -3.7403
H -4.3825 1.4810 -3.4309
H -1.0537 3.7439 -1.4093
H 0.8648 4.8252 -0.3373
H 3.0410 3.5851 -0.1807
H 3.1456 1.3068 -1.1883
C 1.7345 -1.3348 5.0355
C 1.1647 -2.1218 3.8865
C 0.7896 -3.4526 4.0299
C 0.2961 -4.0583 2.8818
N 0.1588 -3.4400 1.7264
C 0.5268 -2.1305 1.6704
S 0.2983 -1.2639 0.2022
N 1.0457 -1.4751 2.7379
H 1.8161 -1.9400 5.9390
H 1.1005 -0.4709 5.2389
H 2.7209 -0.9541 4.7677
H 0.8822 -3.9831 4.9678
H -0.0029 -5.1052 2.9019
*
```

The HOMO-LUMO gap (alpha / beta) comes out at 6.44 / 6.14 eV. The value obtained for the electronic energy is -41686.1603 eV.

=====

2.
H16O8 | ωB97M-V with the def2-TZVPD basis set

ORCA input file:
```
! wB97M-V def2-TZVPD RIJCOSX def2/J DEFGRID3
* xyz 0 1
O 0.9673 -1.4274 1.6774
H 0.6856 -1.1200 2.6431
H 0.7103 -2.3732 1.3373
H 0.7318 -0.7393 1.0884
O -0.1470 -0.3293 0.3656
H 0.6443 0.1472 0.4692
O 2.9639 1.5429 0.9930
H 2.2761 2.1727 1.0925
H 2.8253 0.9567 0.2107
O -1.8822 -1.9144 0.0597
H -1.1753 -1.1181 0.0085
H -1.8035 -2.2116 -0.8313
O 0.9821 -0.7728 -2.0354
H 1.0994 -1.7515 -2.3549
H 0.6209 -0.8215 -1.2206
O -1.9882 0.8670 2.0205
H -2.4896 1.4170 1.3631
H -1.3998 0.2130 1.5397
O -2.0198 0.5988 -1.4146
H -2.8379 0.3176 -0.9957
H -1.1591 0.3254 -1.0854
O 0.9999 2.1743 -2.0030
H 0.7339 2.5823 -1.2469
H 0.6615 1.2645 -1.6808
*
```

For the relative energy (zero: lowest compared OMol25 entry of this formula, charge and spin), the calculation gives 759.3 kJ/mol. The HOMO-LUMO gap comes out at 9.58 eV. The value obtained for the electronic energy is -16634.1411 eV.

=====

3.
C3H26F9O22S3Zn2 | ωB97M-V with the def2-TZVPD basis set

ORCA input file:
```
! wB97M-V def2-TZVPD RIJCOSX def2/J DEFGRID3
* xyz 1 1
Zn -0.3530 26.5111 9.2128
Zn 3.4842 26.7201 12.2030
C 2.0452 22.7800 10.5022
F 1.0385 22.1255 9.8630
F 2.8740 22.0164 11.2751
F 2.8329 23.1756 9.4914
S 1.3961 24.3642 11.3539
O 0.7321 25.0891 10.2639
O 0.5162 23.9164 12.4503
O 2.6456 25.0705 11.7474
C 0.2492 29.9280 12.2662
F -0.8236 30.2943 11.5834
F 1.3454 30.4896 11.7577
F 0.1126 30.3144 13.5331
S 0.2873 28.0008 12.2098
O -0.6613 27.5131 13.1714
O -0.0434 27.6102 10.8300
O 1.6700 27.5689 12.5517
C 4.0245 27.5963 7.5482
F 5.1294 28.2598 7.9648
F 3.6986 28.0670 6.3391
F 4.2829 26.2772 7.4829
S 2.6752 27.9013 8.9529
O 1.3987 27.2541 8.5858
O 3.1838 27.2885 10.1895
O 2.5842 29.3581 9.0667
O -3.8899 28.1850 10.7147
H -4.0488 28.6635 11.5283
H -4.5909 27.5342 10.6782
O -1.2236 28.0847 8.2566
H -0.9037 28.9868 8.2639
H -2.0395 28.1234 7.7576
O -1.4174 23.9959 14.3084
H -1.5366 24.8142 14.7905
H -1.0400 24.2638 13.4705
O -0.4338 25.3330 7.6131
H -0.7289 24.4827 7.2872
H -0.2030 25.8250 6.8252
O -2.1292 25.9699 9.8867
H -2.7574 26.5609 10.3018
H -2.3511 25.1043 10.2299
O -1.1933 23.4652 5.6855
H -0.8855 24.1871 5.1374
H -0.5089 22.8000 5.6130
O 0.6784 28.9392 5.2869
H 0.2402 29.6425 4.8078
H 0.6229 29.2035 6.2052
O -3.1525 26.4078 12.8854
H -2.3547 26.9303 12.9673
H -3.8611 27.0180 13.0899
O -0.1913 26.2618 5.2500
H -1.0952 26.5601 5.1492
H 0.3402 27.0107 4.9801
O -2.7974 23.8195 11.4373
H -3.7006 23.5236 11.3235
H -2.8657 24.5850 12.0078
O 0.1180 30.5253 8.0786
H 0.9135 30.5201 8.6109
H 0.2106 31.2943 7.5162
O -4.1658 29.5805 8.3686
H -4.8644 28.9755 8.1193
H -3.7473 29.1660 9.1231
O -3.1162 27.6939 6.3342
H -3.2230 28.4675 5.7806
H -3.7061 27.0432 5.9537
*
```

For the relative energy (zero: lowest compared OMol25 entry of this formula, charge and spin), the calculation gives 0.0 kJ/mol. The HOMO-LUMO gap comes out at 6.25 eV. The value obtained for the electronic energy is -202374.3390 eV.

=====

4.
C21H30AlBr3CaCl3F7N3NaO5PS | ωB97M-V with the def2-TZVPD basis set

ORCA input file:
```
! wB97M-V def2-TZVPD RIJCOSX def2/J DEFGRID3
* xyz 1 1
C -2.4849 2.7710 -1.7355
C -1.1302 2.5050 -2.6325
N 0.1354 2.3124 -1.8267
C -0.0840 1.5090 -0.5640
C -0.4985 -0.0742 -0.4673
N -0.7157 -0.8940 -1.7227
C -0.6752 -0.8345 1.0118
C -1.1126 -2.4392 1.0689
C -0.0667 -3.4150 0.2280
O 1.2374 -2.7759 -0.0344
C 1.7668 -3.1348 -1.3633
O 1.5956 -4.3035 -1.9893
C -0.4167 0.0044 2.3974
C -0.0250 1.6297 2.3486
C 0.1217 2.3379 0.8721
C 0.4946 3.9657 0.8275
N 1.9755 4.0522 0.5318
C 2.6083 5.0372 1.4935
C 0.1918 2.4395 3.7959
O 1.0985 3.4140 3.9641
C -0.7886 1.8899 5.0346
C -1.1334 0.4121 5.0780
F -2.0568 -0.0664 6.1732
C -0.5132 -0.6364 3.9320
O -0.1034 -1.8606 4.2732
H -3.1036 3.6044 -2.3253
H -3.1058 1.7783 -1.7469
H -2.2873 3.2171 -0.6704
H -0.9678 3.4982 -3.2745
H -1.2906 1.6494 -3.4492
H 0.9328 1.9557 -2.4035
H -1.0957 -0.3027 -2.4961
H -1.4280 -1.6529 -1.5901
H -2.1834 -2.4810 0.5430
H -1.2796 -2.8383 2.1580
H -0.6367 -3.6716 -0.7890
H 0.0257 -4.4563 0.8044
H 2.4545 -2.3332 -1.9119
H 0.1546 4.5340 1.8039
H -0.1954 4.4022 -0.0435
H 2.3574 3.0939 0.7740
H 2.9932 4.4678 2.4482
H 3.5220 5.5202 0.9358
H 1.8679 5.8868 1.8143
H -1.2010 2.6443 5.8402
Cl -4.4278 5.0113 -1.9617
Br -6.7376 2.0445 -4.1691
C -7.7453 3.6856 -3.8581
C -7.9375 4.4609 -5.1412
Br -6.3044 5.3972 -5.6512
H -7.2120 4.2467 -3.0868
H -8.7097 3.3550 -3.4598
H -8.6863 5.2472 -5.0069
H -8.2239 3.8329 -5.9892
Al 0.0443 -5.7464 -0.3369
Cl -4.8927 2.3896 -1.8088
C 4.6723 -6.7287 -3.1433
S 4.6072 -5.2215 -2.1447
O 5.6484 -4.2824 -2.6774
C 5.2707 -5.9704 -0.6371
H 4.3336 -6.4905 -4.1544
H 5.6971 -7.1057 -3.1843
H 4.0119 -7.4831 -2.7094
H 6.2582 -6.3943 -0.8339
H 4.5904 -6.7498 -0.2868
H 5.3556 -5.1947 0.1278
F 3.5787 -3.1191 1.8945
P 3.6317 -2.0175 2.9958
F 3.8770 -0.5061 2.7062
F 5.1125 -2.2795 2.5867
F 4.1350 -1.7627 4.4475
F 2.7966 -2.9681 3.9058
F 2.2863 -1.4691 2.4312
Na -2.8879 -0.2260 3.0210
Br -3.0951 2.1154 5.0019
Cl 5.2158 -2.4321 -2.0462
Ca 0.7835 -0.0002 6.0530
*
```

The HOMO-LUMO gap comes out at 1.40 eV. The value obtained for the electronic energy is -353230.9151 eV.

=====

5.
C5H7P | ωB97M-V with the def2-TZVPD basis set

ORCA input file:
```
! wB97M-V def2-TZVPD RIJCOSX def2/J DEFGRID3
* xyz 0 1
C 0.3972 -1.0208 0.1180
C 0.3555 -2.3042 0.0383
C 1.2895 0.1863 0.5258
C 0.4918 1.1460 -0.3445
C -0.4062 -0.0123 -0.7818
P -2.0693 0.1744 0.2488
H 1.2111 0.3134 1.5330
H 2.3215 0.1156 0.0370
H 0.0662 1.9378 0.3838
H 1.1090 1.6275 -1.1914
H -0.5927 -0.4537 -1.7129
H -1.4855 -0.6261 1.4055
H -2.6881 -1.0841 -0.2595
*
```

For the relative energy (zero: lowest compared OMol25 entry of this formula, charge and spin), the calculation gives 478.2 kJ/mol. The HOMO-LUMO gap comes out at 8.42 eV. The value obtained for the electronic energy is -14580.7419 eV.

=====

6.
C45H105N7O19 | ωB97M-V with the def2-TZVPD basis set

ORCA input file:
```
! wB97M-V def2-TZVPD RIJCOSX def2/J DEFGRID3
* xyz 0 1
C 13.3903 7.3563 27.3205
O 14.3408 8.0790 26.5604
C 15.5489 7.3751 26.4322
C 16.7215 8.3491 26.2948
O 17.9683 7.7259 26.4005
C 18.4387 7.0158 25.3491
C 19.4762 6.0047 25.7654
O 20.5453 6.6383 26.5008
C 21.7514 5.8581 26.7795
H 12.4346 7.8802 27.3019
H 13.8020 7.3161 28.3290
H 13.0717 6.3631 27.0042
H 15.5518 6.6602 25.6095
H 15.7331 6.8411 27.3644
H 16.7142 9.1510 27.0331
H 16.7371 8.8447 25.3241
H 18.9811 7.6283 24.6288
H 17.6788 6.4531 24.8068
H 19.8970 5.3585 24.9950
H 18.9384 5.2654 26.3590
H 22.5609 6.4200 27.2454
H 22.2326 5.5608 25.8478
H 21.5832 4.9869 27.4127
C 24.4026 4.4737 16.7337
O 24.3880 4.3249 18.1607
C 23.4767 3.3510 18.6756
C 23.7098 3.1595 20.2249
O 23.4030 4.4089 20.8447
C 23.4521 4.3987 22.2382
C 22.7908 5.6807 22.7693
O 21.4118 5.7579 22.4143
C 20.8124 6.9679 22.6226
H 25.3390 4.9357 16.4209
H 23.5783 5.1239 16.4404
H 24.2591 3.4957 16.2745
H 23.6632 2.4940 18.0284
H 22.4650 3.6591 18.4117
H 24.7446 2.8596 20.3904
H 23.0298 2.3684 20.5409
H 24.4922 4.3499 22.5606
H 22.8845 3.5415 22.6004
H 23.2334 6.5067 22.2125
H 23.0140 5.8045 23.8290
H 20.8789 7.3616 23.6369
H 19.7661 6.7262 22.4355
H 21.0302 7.7317 21.8761
C 19.8419 10.8290 29.5277
O 20.2200 11.0070 28.1184
C 20.6698 9.7709 27.5375
C 20.8672 9.7685 26.0157
O 21.8656 10.7479 25.5667
C 21.5791 11.4355 24.3276
C 21.6126 10.5690 23.0587
O 22.9231 10.0937 22.7078
C 23.6073 9.2484 23.6400
H 19.3818 11.7631 29.8500
H 20.7800 10.6080 30.0368
H 19.0946 10.0494 29.6757
H 19.9380 8.9871 27.7331
H 21.5750 9.4502 28.0532
H 19.8786 9.9784 25.6073
H 21.1828 8.7515 25.7826
H 22.2960 12.2460 24.1968
H 20.6194 11.9278 24.4845
H 21.3082 11.1699 22.2018
H 20.8745 9.7800 23.2033
H 24.2894 9.7845 24.2999
H 24.3394 8.6335 23.1166
H 22.9653 8.5380 24.1608
C 27.0008 1.6270 16.4694
O 27.4474 0.5387 17.2471
C 28.8152 0.6978 17.6775
C 29.1574 -0.6258 18.5650
O 29.0244 -1.8273 17.7458
C 29.0177 -3.0145 18.5296
C 28.8414 -4.2866 17.6272
O 28.9774 -5.3640 18.5328
C 28.8605 -6.6903 17.8852
H 27.8045 1.8326 15.7624
H 26.7086 2.4716 17.0935
H 26.1349 1.3836 15.8539
H 29.0068 1.6126 18.2384
H 29.4614 0.6987 16.7997
H 28.4620 -0.6951 19.4015
H 30.1766 -0.5330 18.9400
H 28.1903 -2.9893 19.2388
H 29.9838 -3.1625 19.0120
H 29.6352 -4.2348 16.8820
H 27.9271 -4.2828 17.0338
H 28.5289 -7.4360 18.6076
H 29.8028 -7.0912 17.5116
H 28.1224 -6.8381 17.0969
C 20.2817 3.0129 21.1951
N 18.9579 3.4972 21.6113
C 17.9117 3.6275 20.5710
C 18.7434 3.9474 22.8583
O 17.6916 4.3553 23.3657
H 20.8125 3.7404 20.5811
H 20.0686 2.0907 20.6545
H 20.9647 2.6767 21.9753
H 17.2936 2.7392 20.4404
H 17.1958 4.4238 20.7747
H 18.3089 3.8450 19.5796
H 19.7119 3.8715 23.3764
C 27.6036 3.6724 23.6174
N 26.4907 4.4248 24.1876
C 26.4983 5.8932 23.8293
C 25.7183 4.0684 25.2062
O 24.8603 4.7371 25.7755
H 27.9572 2.8497 24.2389
H 28.4558 4.3382 23.4807
H 27.2833 3.2731 22.6551
H 25.7517 6.4655 24.3798
H 27.4612 6.3240 24.1039
H 26.4090 6.2887 22.8175
H 25.8121 2.9949 25.4321
C 28.3295 -1.0116 22.3917
N 26.9231 -0.7860 22.1223
C 26.6852 0.5182 21.5684
C 25.9837 -1.7113 22.4418
O 24.7359 -1.5967 22.2391
H 28.5858 -2.0250 22.7004
H 28.5664 -0.2196 23.1022
H 28.9842 -0.9625 21.5216
H 27.3835 0.7425 20.7622
H 25.6391 0.5802 21.2684
H 26.8036 1.3160 22.3016
H 26.3752 -2.6031 22.9551
C 21.2042 7.4556 17.1875
N 20.0969 7.2738 18.0945
C 20.4423 6.4285 19.1827
C 18.8579 7.8167 17.9548
O 17.8824 7.7368 18.7303
H 20.8723 7.5995 16.1593
H 21.8841 6.6086 17.2791
H 21.8357 8.2890 17.4953
H 19.7354 6.6045 19.9936
H 20.5845 5.3660 18.9851
H 21.3517 6.7982 19.6563
H 18.7895 8.3464 16.9920
C 24.2069 7.3138 19.5366
N 25.5869 7.6738 19.8245
C 25.9206 9.0972 19.6433
C 26.4831 6.7217 19.8162
O 27.6949 6.9261 19.8652
H 24.0463 6.2360 19.5589
H 24.0290 7.5788 18.4943
H 23.4818 7.7914 20.1955
H 25.4774 9.6906 20.4431
H 26.9837 9.2573 19.8230
H 25.6150 9.6743 18.7705
H 26.0578 5.7159 19.6761
C 24.0694 0.4678 13.7244
N 23.1268 1.4988 14.1071
C 23.6071 2.8180 13.8906
C 21.8431 1.2880 14.3925
O 20.9772 2.1560 14.6095
H 23.7291 -0.5452 13.9392
H 25.0682 0.6417 14.1247
H 24.1973 0.5469 12.6448
H 22.8418 3.4698 14.3120
H 24.5378 2.8436 14.4575
H 23.6098 3.1208 12.8435
H 21.5742 0.2209 14.3561
C 26.5948 7.1806 14.8286
N 27.5123 8.2384 15.2752
C 27.5342 8.6005 16.6588
C 28.2633 8.8107 14.2810
O 29.1227 9.6708 14.4539
H 25.5971 7.5357 14.5705
H 26.5255 6.5572 15.7201
H 27.0291 6.6182 14.0021
H 27.9885 7.7371 17.1447
H 28.1330 9.5047 16.7682
H 26.5498 8.7462 17.1036
H 28.1330 8.2869 13.3214
*
```

For the relative energy (zero: lowest compared OMol25 entry of this formula, charge and spin), the calculation gives 0.0 kJ/mol. The HOMO-LUMO gap comes out at 9.08 eV. As for the SMILES: COCCOCCOC.COCCOCCOC.COCCOCCOC.COCCOCCOC.CN(C)C=O.CN(C)C=O.CN(C)C=O.CN(C)C=O.CN(C)C=O.CN(C)C=O.CN(C)C=O. The value obtained for the electronic energy is -97690.5385 eV.